DFT (wB97M-V/def2-TZVPD) results for a molecular structure, C26H33CdF3N2O6S.

Positions of all 72 atoms, in Å:
H (-2.0308, -0.5185, -2.8387)
C (0.4716, -3.0905, -0.9741)
H (-3.9750, 0.6640, 1.7372)
C (-2.3576, 4.1774, -0.0206)
H (-0.7513, -2.8070, -2.7023)
H (0.3297, -3.9935, 1.3936)
C (4.1352, -1.0940, 2.6415)
C (-0.2657, -2.1867, -1.9408)
H (2.0727, 0.3829, -4.9531)
C (-2.7640, 4.0043, -2.3667)
C (4.6957, -0.1907, -4.3350)
H (-1.4393, 2.6982, -3.4264)
C (3.1458, -0.0383, -2.4627)
H (-1.7708, -2.7058, 0.8943)
H (-2.4644, 1.1168, 0.9339)
C (-3.0976, 4.5393, -1.1292)
C (3.1716, -0.9348, 1.6608)
O (-0.1474, 1.8106, 1.4649)
C (-3.1186, -0.0508, -1.0788)
H (-2.5755, 4.5977, 0.9519)
H (-4.0567, 0.1930, -1.5891)
H (4.1717, -1.0513, -4.7515)
C (3.7259, 0.7300, -3.5821)
H (5.2628, 1.5918, -2.2987)
H (0.4137, -1.4863, -2.4368)
C (4.9571, -0.5725, 4.9643)
H (3.7831, 2.5614, -2.4163)
C (-3.0587, 0.2714, 1.2801)
H (-3.9185, 5.2380, -1.0308)
H (5.4890, -0.5495, -3.6785)
C (-0.6406, 2.9790, 1.2637)
H (1.0540, 1.1164, 3.0583)
C (-0.9586, 2.7278, -1.3450)
C (-2.3455, -1.0323, -1.9231)
H (-1.4211, -2.8892, 2.6342)
C (2.8436, 0.3646, 4.0351)
H (0.9810, -2.5645, 2.2148)
C (2.6218, 1.2227, -4.5247)
C (-2.2780, -0.4571, 2.3439)
H (1.9092, 1.8525, -3.9953)
F (6.0463, -1.2586, 4.5919)
H (1.3776, -3.4836, -1.4407)
C (4.4719, 1.9247, -2.9716)
O (-1.0560, -1.0137, 1.8461)
H (2.6901, 0.9010, 4.9613)
C (-1.2936, 3.2724, -0.0894)
H (-2.9544, -1.9040, -2.1908)
C (3.9577, -0.4323, 3.8439)
O (-3.3752, -0.5967, 0.2040)
H (5.0018, -1.7138, 2.4644)
H (4.9203, 2.5110, -3.7743)
C (1.9291, 0.4792, 3.0020)
N (2.0942, -0.1680, 1.8440)
C (-1.7083, 3.1180, -2.4649)
H (3.2482, -1.4286, 0.7023)
F (5.3643, 0.6264, 5.4064)
H (-2.8795, -1.2596, 2.7789)
H (5.1496, 0.3673, -5.1544)
C (0.3143, -2.9004, 1.4203)
N (2.7691, -0.6297, -1.5522)
H (-3.3230, 4.2779, -3.2535)
Cd (0.4767, 0.1104, 0.1873)
O (-0.6989, 3.8543, 2.1177)
H (3.0847, 1.7886, -5.3337)
H (-2.5343, 0.8666, -0.9948)
H (-0.1751, -3.9254, -0.6943)
O (0.8439, -2.3715, 0.2044)
F (4.4150, -1.2177, 6.0118)
C (-1.0869, -2.4236, 1.6996)
S (0.3823, 1.6188, -1.7208)
H (-2.0193, 0.2617, 3.1237)
O (-1.2189, -1.4744, -1.1817)

Forces on the atoms, in the same order (eV/Å):
0.0 0.0 0.0
0.0 0.0 0.0
0.0 0.0 0.0
0.0 0.0 0.0
0.0 0.0 0.0
0.0 0.0 0.0
0.0 0.0 0.0
0.0 0.0 0.1
0.0 0.0 0.0
0.0 0.0 0.0
0.0 0.0 0.1
0.0 0.0 0.0
0.1 0.1 0.0
0.0 0.0 0.0
0.0 0.0 0.0
0.0 0.0 0.0
0.0 0.1 0.2
-0.1 -0.1 0.1
0.0 0.0 0.0
0.0 0.0 0.0
0.0 0.0 0.0
0.0 0.0 0.0
0.0 0.0 0.0
0.0 0.0 0.0
0.0 0.0 0.0
0.0 0.0 0.0
0.0 0.0 0.0
0.0 0.0 0.0
0.0 0.0 0.0
0.0 0.0 0.0
0.0 0.0 -0.1
0.0 0.0 0.0
0.0 0.0 0.1
0.0 0.0 0.0
0.0 0.0 0.0
0.0 0.0 0.0
0.0 0.0 0.0
-0.1 -0.1 0.1
0.0 0.0 0.0
0.0 0.0 0.0
0.0 0.0 0.0
0.0 0.0 0.0
0.0 0.0 0.0
0.1 -0.1 0.0
0.0 0.0 0.0
0.0 0.0 -0.1
0.0 0.0 0.0
0.1 0.0 0.0
0.0 0.1 0.0
0.0 0.0 0.0
0.0 0.0 0.0
0.1 0.0 0.0
0.1 -0.1 -0.1
0.0 0.0 0.1
0.0 0.0 0.0
0.0 0.0 0.0
0.0 0.0 0.0
0.0 0.0 0.0
0.0 0.0 0.0
0.0 -0.1 -0.1
0.0 0.0 0.0
-0.2 0.3 0.2
0.1 0.0 0.0
0.0 0.0 0.0
0.0 0.0 0.0
0.0 0.0 0.0
0.0 -0.1 0.0
0.0 0.0 0.0
-0.1 0.0 0.0
0.0 0.0 -0.1
0.0 0.0 0.0
-0.1 0.0 0.0

The spin multiplicity is 1. The calculation puts the relative energy (zero: lowest compared OMol25 entry of this formula, charge and spin) at 0.0 kJ/mol. Its charge is 0. For the total energy, the calculation gives -66315.587 eV. For the max |F|, the calculation gives 0.38 eV/Å.

---

DFT (wB97M-V/def2-TZVPD) results for a molecular structure, C26H33Cl3N5O6SSb2Ta.

Positions of all 77 atoms, in Å:
H (-2.1105, -3.4091, 2.8119)
O (-0.5931, 2.2481, 3.7029)
C (-3.0369, -1.4724, -2.0993)
N (-1.3656, 0.6871, -7.6500)
H (-1.4383, -3.9456, 0.9358)
Sb (-1.3523, -2.0315, -0.9440)
C (-5.2989, -2.8978, 1.9674)
H (-6.6115, -4.1158, -0.8992)
H (-3.4170, -2.7175, 3.7490)
C (-4.5229, -3.9690, -0.4496)
H (-7.3085, -3.1321, 1.2697)
Cl (0.0961, 4.7627, 1.2821)
N (1.6006, -2.9849, 0.4038)
Ta (-0.3451, 0.3542, 0.4578)
Cl (1.7805, 3.9609, 3.5013)
C (-1.0597, 2.2214, -5.8392)
H (-1.9782, -4.5657, -0.6154)
H (-1.4382, -0.4709, 5.2168)
H (-2.8171, -0.5819, -2.6842)
C (2.2008, -1.0492, 1.8244)
H (4.7895, -1.1330, -0.7347)
N (2.5820, 1.2914, -2.6391)
C (-0.2807, 2.4596, 2.5838)
C (2.3651, -2.5197, 1.5515)
C (-0.7643, 2.4533, -4.5224)
C (-0.7856, -0.1679, -5.4863)
C (-2.9427, -2.7067, 2.7663)
H (-4.4091, 0.5995, 2.3545)
H (-4.2195, -4.4143, -1.3909)
H (-0.2417, -0.7577, -3.5206)
H (-0.7676, -1.1774, -5.8766)
C (2.1639, 0.4883, -1.6750)
C (4.7426, 0.3793, -2.2634)
C (-3.9399, -3.0602, 1.7034)
H (-1.5671, 1.4470, -8.2752)
H (2.0192, -2.5939, -0.4351)
H (1.6799, -3.9937, 0.3428)
Sb (-2.0923, -0.7463, 2.6394)
H (5.7967, 0.3420, -2.4920)
H (-1.3746, -0.2407, -8.0337)
H (-3.3044, 1.4900, 3.4282)
C (0.8399, 3.4347, 2.1452)
H (-0.7290, 3.4637, -4.1392)
H (-0.5478, -3.0971, -3.2817)
H (4.2265, 1.8894, -3.7192)
S (-0.1518, 1.7184, -2.0393)
C (-5.8696, -3.8056, -0.1761)
H (3.4438, -2.6899, 1.4989)
O (2.9022, -0.3480, 2.4584)
N (0.8003, 0.5815, -1.3386)
H (-5.6112, -2.5077, 2.9293)
C (-3.5446, -3.5903, 0.4686)
H (-0.5595, -1.8530, 4.5287)
H (-3.3213, -2.2888, -2.7611)
H (0.0231, -0.1905, 4.2672)
H (0.2670, -3.9045, -1.9318)
O (-0.8606, 1.8809, 1.5111)
C (-2.1005, -3.7474, 0.0959)
H (2.0185, -3.0259, 2.4578)
C (4.1827, -0.4299, -1.2934)
C (-3.7012, 0.5090, 3.1757)
H (-3.8667, -1.2640, -1.4249)
C (-6.2598, -3.2571, 1.0375)
H (-1.2671, 3.0545, -6.4979)
O (-1.3239, 1.3211, -1.1188)
Cl (1.8901, 2.4785, 1.0143)
N (2.8806, -0.3950, -0.9904)
O (0.9849, -0.5311, 1.3192)
H (-4.2054, 0.0855, 4.0430)
C (-0.5007, 0.0678, -4.1672)
C (-0.5013, 1.3722, -3.6718)
C (-0.8584, -0.8184, 4.3634)
C (-1.0821, 0.9079, -6.3545)
O (0.2229, 3.0783, -1.8720)
C (-0.0287, -2.9389, -2.3373)
C (3.8784, 1.2321, -2.9319)
H (0.8624, -2.3365, -2.5038)

Forces on the atoms, in the same order (eV/Å):
0.0 0.0 0.0
-0.2 -0.1 0.3
-0.1 0.0 0.0
0.0 0.0 0.0
0.0 0.0 0.0
0.1 0.2 0.1
0.0 0.0 0.0
0.0 0.0 0.0
0.0 0.0 0.0
0.0 0.0 0.0
0.0 0.0 0.0
0.0 0.1 0.0
0.0 0.0 0.0
-0.6 -0.1 -0.9
0.0 0.0 0.0
0.0 0.0 0.0
0.0 0.0 0.0
0.0 0.0 0.0
0.1 0.0 0.0
-0.1 -0.1 0.0
0.0 0.0 0.0
0.0 0.0 0.0
0.3 0.4 -0.2
0.0 0.0 0.0
0.0 0.0 0.0
0.0 0.0 0.0
0.0 -0.1 0.0
0.0 0.0 0.0
0.0 0.0 0.0
0.0 0.0 0.0
0.0 0.0 0.0
0.1 0.0 -0.1
0.0 0.0 0.0
0.0 0.0 0.0
0.0 0.0 0.0
0.0 0.0 0.0
0.0 0.0 0.0
0.0 0.0 -0.1
0.0 0.0 0.0
0.0 0.0 0.0
0.0 0.0 0.0
0.1 -0.2 -0.1
0.0 0.0 0.0
0.0 0.0 0.0
0.0 0.0 0.0
0.0 0.0 0.2
0.0 0.0 0.0
0.0 0.0 0.0
0.0 0.0 0.0
0.0 0.0 0.1
0.0 0.0 0.0
0.0 0.0 0.0
0.0 0.0 0.0
0.0 0.0 0.0
0.0 0.0 -0.1
0.0 0.0 0.0
0.0 -0.2 0.1
0.0 -0.1 0.0
0.0 0.0 0.0
0.0 0.0 0.0
-0.1 0.1 0.0
0.0 0.0 0.0
0.0 0.0 0.0
0.0 0.0 0.0
0.0 0.0 0.1
0.0 0.2 0.1
0.0 0.0 0.0
0.4 -0.1 0.4
0.0 0.0 0.0
0.0 0.0 0.0
0.0 0.0 0.0
0.1 0.0 0.1
0.0 0.0 0.0
0.0 -0.1 0.0
0.0 -0.1 0.0
0.0 0.0 0.0
0.0 0.0 0.0

The spin multiplicity is 1. The calculation puts the relative energy (zero: lowest compared OMol25 entry of this formula, charge and spin) at 0.0 kJ/mol. Its charge is +2. For the total energy, the calculation gives -110250.634 eV. For the max |F|, the calculation gives 1.04 eV/Å.

---

DFT (wB97M-V/def2-TZVPD) results for a molecular structure, C26H33F5N3PPdSSi.

Positions of all 71 atoms, in Å:
H (5.6858, -0.3299, -4.3379)
H (6.6265, -1.4213, -2.2618)
C (-3.1711, -4.0842, 1.5538)
H (-2.0458, -4.4049, 3.3502)
H (-3.8408, 1.9052, 3.7488)
H (3.5464, -2.5510, -4.0741)
P (-1.2114, 0.4692, 0.8045)
N (-3.7704, 1.5676, 0.5781)
C (0.4134, 5.9954, 0.7276)
F (0.4768, 7.1124, 1.4577)
C (2.2228, -2.9295, 0.8237)
H (1.8071, -3.1697, -2.4036)
N (-3.3494, 0.2514, 2.5779)
C (1.4726, 5.1037, 0.7108)
H (-0.3987, 1.8221, 2.6581)
F (2.5620, 5.3691, 1.4359)
C (-0.7616, 4.5486, -0.7686)
H (-2.2312, 1.2224, 4.0445)
F (-1.7596, 6.5455, 0.0034)
Si (0.8281, -2.3239, -0.2783)
C (5.7005, -1.1868, -1.7307)
H (-4.5752, -0.3483, 1.0096)
C (3.2840, -0.8395, -1.9762)
C (-2.0244, -4.0328, 2.3329)
H (5.5446, -1.9400, -0.9567)
C (-0.7728, -3.0294, 0.5009)
C (-2.9579, 1.4715, 3.2733)
H (2.2531, -2.3759, 1.7647)
C (4.5190, -1.1635, -2.7106)
C (-0.8437, -3.5150, 1.8077)
H (0.5616, -4.2801, -1.7753)
H (5.8125, -0.2178, -1.2436)
S (0.1737, 2.1541, -1.7541)
C (-3.3024, 2.8093, 1.3565)
C (-4.3120, 0.5434, 1.5786)
H (2.1150, -3.9944, 1.0494)
C (4.3822, -2.5406, -3.3729)
H (-2.8658, 3.4874, 0.6252)
H (-3.0384, 0.1182, -0.7739)
C (0.2791, 3.6196, -0.8168)
F (-1.9160, 4.3001, -1.4280)
H (3.9377, -0.0643, -4.4912)
H (4.2124, -3.3163, -2.6242)
H (3.1776, -2.7707, 0.3241)
C (-1.0829, 2.0080, 1.8283)
C (1.4002, 3.9491, -0.0477)
H (-1.9203, -2.7665, -1.3016)
C (0.8305, -3.2308, -1.9285)
H (0.1101, -2.7929, -2.6229)
H (-4.0874, -4.4969, 1.9569)
H (-4.2041, 3.2421, 1.7925)
H (5.2960, -2.7854, -3.9202)
H (-2.2918, 1.7323, -0.9492)
H (-4.0048, -3.6873, -0.3878)
H (-0.6491, 2.8033, 1.2264)
H (-4.5193, 1.8505, -0.0538)
Pd (0.5864, -0.0155, -0.4696)
C (-2.1926, -0.4978, 2.0524)
C (-3.1237, -3.6232, 0.2413)
F (2.4413, 3.1185, -0.0051)
H (-2.5502, -1.4237, 1.6093)
C (-0.7131, 5.7091, -0.0193)
H (0.0425, -3.4953, 2.4328)
H (4.8708, 0.8859, -3.3339)
H (-1.5444, -0.7711, 2.8860)
N (-2.3754, 2.4561, 2.3718)
C (-1.9408, -3.1056, -0.2697)
C (-2.6516, 0.9853, -0.2362)
H (-5.2030, 0.9922, 2.0209)
C (2.2605, -0.5266, -1.4055)
C (4.7698, -0.1005, -3.7873)

Forces on the atoms, in the same order (eV/Å):
0.0 0.0 0.0
0.0 0.0 0.0
0.0 0.0 0.0
0.0 0.0 0.0
0.0 0.0 0.0
0.0 0.0 0.0
0.0 -0.1 0.1
0.0 0.0 0.0
0.0 0.0 0.0
0.0 0.0 0.0
0.0 0.0 0.0
0.0 0.0 0.0
0.0 0.0 0.0
0.0 0.0 0.0
0.0 0.0 0.0
0.0 0.0 0.0
0.0 0.0 0.0
0.0 0.0 0.0
0.0 0.0 0.0
0.1 0.1 0.0
0.0 0.0 0.0
0.0 0.0 0.0
0.0 0.1 -0.1
0.0 0.0 0.0
0.0 0.0 0.0
0.0 0.0 0.0
0.0 0.0 0.0
0.0 0.0 0.0
0.1 0.0 0.1
0.0 0.0 0.0
0.0 0.0 0.0
0.0 0.0 0.0
0.0 0.0 -0.1
0.0 0.0 0.0
0.0 0.0 0.0
0.0 0.0 0.0
0.0 0.0 0.0
0.0 0.0 0.0
0.0 0.0 0.0
0.0 0.0 0.0
0.0 0.0 0.0
0.0 0.0 0.0
0.0 0.0 0.0
0.0 0.0 0.0
0.0 0.0 0.0
0.0 0.0 0.0
0.0 0.0 0.0
0.0 0.0 0.0
0.0 0.0 0.0
0.0 0.0 0.0
0.0 0.0 0.0
0.0 0.0 0.0
0.0 0.0 0.0
0.0 0.0 0.0
0.0 0.0 0.0
0.0 0.0 0.0
0.0 0.1 0.0
0.0 0.0 0.0
0.0 0.0 0.0
0.0 0.0 0.0
0.0 -0.1 0.0
0.0 0.0 0.0
0.0 0.0 0.0
0.0 0.0 0.0
0.0 0.0 0.0
0.0 0.0 0.0
0.0 0.0 0.0
0.0 0.0 0.1
0.0 0.0 0.0
0.0 -0.3 0.0
0.0 0.0 0.0

The spin multiplicity is 1. The calculation puts the relative energy (zero: lowest compared OMol25 entry of this formula, charge and spin) at 0.0 kJ/mol. Its charge is 0. For the total energy, the calculation gives -77035.024 eV. For the max |F|, the calculation gives 0.28 eV/Å.